Below is a 2-piece molecular cluster, C2H7N2O overall at a distorted geometry, with properties calculated with ωB97M-V/def2-TZVPD.

Bonds (Å) are listed after each position.
Cartesian coordinates (Å):
1 C -0.8465 -0.0439 1.8491  N2 1.275, H3 1.101, H4 1.080
2 N -0.3839 -1.2183 2.0307  C1 1.275, H5 1.014, H6 1.013
3 H -1.9393 0.0903 1.8700  C1 1.101
4 H -0.3707 0.8426 1.4564  C1 1.080
5 H 0.5973 -1.4599 2.1109  N2 1.014
6 H -0.9633 -2.0264 2.2224  N2 1.013
7 C 0.2650 0.8832 -1.2888  N8 1.331, O9 1.246, H10 1.100
8 N 0.9460 0.3967 -2.3242  C7 1.331, H11 1.011, H12 1.007
9 O 0.0211 0.1372 -0.3210  C7 1.246
10 H 0.0160 1.9439 -1.1414  C7 1.100
11 H 0.9865 0.9394 -3.1766  N8 1.011
12 H 1.0520 -0.5977 -2.4453  N8 1.007

- Frontier orbital gap: 9.897 eV
- Net charge: +1